No. 1
The following is a quantum chemistry calculation of 7 unconnected molecules or ions with the total composition C39H100BN4O27P6 in a non-equilibrium geometry, from the OMol25 dataset.

Output
net charge: +1
LUMO level: -3.00 eV

```
177
Properties=species:S:1:pos:R:3:forces:R:3
C 2.529 -1.905 0.284 -0.1 0.4 -0.2
C 3.143 -0.975 -0.789 0.4 -0.6 0.6
C 4.666 -0.934 -0.652 -0.2 0.7 0.1
C 5.331 0.228 -1.397 0.4 -0.7 -0.1
C 5.677 -0.139 -2.859 0.4 0.6 0.2
C 5.299 0.874 -3.949 -0.5 -0.8 -0.4
C 3.920 1.538 -3.837 0.5 1.1 0.4
C 4.105 2.979 -3.332 -0.2 0.0 0.0
C 2.799 3.767 -3.181 0.5 -0.4 0.4
C 2.155 3.632 -1.803 -0.2 0.6 -0.1
C 2.935 4.297 -0.662 -0.3 -0.5 -0.4
C 2.196 4.061 0.656 0.2 0.2 -0.2
C 2.643 2.803 1.398 -0.2 0.3 0.4
C 1.527 2.245 2.294 0.1 -0.3 -0.4
C 0.728 1.130 1.586 -0.3 0.4 0.3
C -0.424 1.680 0.766 -0.4 0.0 -0.4
N -1.196 2.835 1.374 0.1 -0.3 -0.8
C -2.252 2.839 0.426 0.0 -0.4 1.2
N -2.580 3.864 -0.276 -0.3 0.4 0.0
C -3.637 3.861 -1.308 0.4 -0.5 -0.3
C -3.090 3.338 -2.643 0.4 0.1 -0.1
C -2.661 4.449 -3.611 -0.2 0.3 0.0
N -3.694 5.411 -3.971 0.1 -0.2 0.2
N -2.778 1.588 0.404 -0.1 0.4 -1.6
C -1.569 0.726 0.296 1.2 -0.7 0.2
O -1.219 0.361 -1.011 -0.8 -0.1 0.3
B -2.029 -0.610 -1.604 -0.1 0.0 -0.2
O -3.225 -0.162 -2.103 0.1 0.0 -0.2
O -1.675 -1.932 -1.618 0.5 0.4 -0.5
H 3.294 -2.195 1.002 0.0 -0.3 0.0
H 1.767 -1.380 0.864 -0.1 -0.1 0.0
H 2.057 -2.780 -0.151 0.1 -0.2 0.1
H 2.765 0.037 -0.619 -0.1 0.1 -0.4
H 2.893 -1.340 -1.785 -0.3 0.4 -0.1
H 4.916 -0.833 0.406 0.0 -0.1 0.1
H 5.115 -1.867 -0.991 0.0 -0.1 0.1
H 4.734 1.140 -1.319 -0.2 0.0 0.0
H 6.262 0.410 -0.860 0.1 0.2 -0.1
H 5.312 -1.140 -3.093 -0.3 0.1 -0.1
H 6.765 -0.222 -2.901 0.0 -0.2 -0.1
H 6.070 1.642 -4.028 0.0 0.1 0.1
H 5.306 0.327 -4.894 0.2 0.1 -0.1
H 3.447 1.624 -4.814 -0.1 -0.4 0.0
H 3.259 1.031 -3.129 -0.1 -0.3 -0.2
H 4.774 3.505 -4.015 0.0 0.0 -0.1
H 4.633 2.958 -2.376 0.1 0.0 0.0
H 2.090 3.408 -3.929 0.0 0.3 -0.2
H 3.019 4.826 -3.334 -0.3 0.1 -0.2
H 1.937 2.589 -1.546 0.1 -0.1 -0.1
H 1.192 4.159 -1.858 -0.2 -0.2 0.1
H 3.929 3.849 -0.645 0.1 0.2 0.3
H 3.043 5.360 -0.881 0.1 0.1 0.0
H 2.299 4.938 1.301 0.1 -0.1 0.2
H 1.126 3.991 0.430 0.0 0.0 0.0
H 3.495 3.040 2.035 0.2 0.1 -0.1
H 2.994 2.050 0.688 -0.1 -0.1 0.0
H 0.839 3.051 2.549 0.1 0.1 0.2
H 1.939 1.856 3.223 0.0 -0.1 0.0
H 1.391 0.632 0.881 -0.1 -0.2 0.1
H 0.382 0.390 2.310 -0.1 0.0 0.0
H -0.032 2.030 -0.192 0.1 0.3 0.1
H -1.671 2.364 2.147 0.3 0.6 0.6
H -2.051 4.713 -0.117 0.0 0.0 0.1
H -3.994 4.881 -1.406 -0.2 0.0 0.1
H -4.437 3.222 -0.946 -0.2 0.2 0.1
H -2.219 2.712 -2.430 -0.1 -0.2 -0.1
H -3.814 2.692 -3.139 -0.2 0.0 0.1
H -2.302 3.992 -4.532 0.1 -0.1 0.0
H -1.824 5.016 -3.198 0.1 -0.1 0.0
H -4.562 4.954 -4.219 -0.1 0.1 -0.1
H -3.865 6.090 -3.242 -0.1 0.1 -0.1
H -3.503 1.404 -0.284 0.1 -0.2 0.0
H -1.695 -0.193 0.871 -0.1 0.2 0.3
H -3.658 -0.855 -2.620 -0.3 0.1 0.2
H -1.560 -2.259 -2.520 -0.1 -0.4 0.2
C 11.148 -1.651 1.594 0.0 0.1 0.2
O 9.843 -1.113 1.307 1.0 -1.6 -1.3
P 8.574 -2.094 1.207 -3.1 1.6 2.7
O 7.546 -1.445 0.398 0.3 -0.1 -0.5
O 8.242 -2.096 2.798 -0.1 -0.1 -0.1
C 7.983 -0.859 3.453 0.1 0.0 0.1
O 8.440 -3.673 1.101 2.1 0.1 -1.0
C 9.477 -4.531 1.618 -0.1 -0.1 0.1
H 11.839 -0.816 1.647 -0.1 0.1 0.0
H 11.146 -2.177 2.551 0.0 0.0 0.0
H 11.473 -2.328 0.804 0.0 0.1 0.0
H 7.547 -0.130 2.769 0.0 0.0 0.0
H 8.900 -0.454 3.884 0.0 0.0 -0.1
H 7.280 -1.062 4.259 0.0 0.0 0.0
H 9.601 -4.373 2.690 0.0 0.0 0.0
H 10.421 -4.359 1.103 -0.1 -0.1 0.0
H 9.162 -5.554 1.441 -0.1 0.0 0.0
C 0.651 -0.251 -9.804 0.1 0.0 -0.2
O 1.798 0.168 -9.043 -2.0 -0.6 1.0
P 2.425 -0.808 -7.928 4.5 -0.4 -0.9
O 3.165 0.002 -6.965 -0.6 0.3 0.4
O 3.375 -1.636 -8.946 0.0 -0.1 0.1
C 4.344 -0.933 -9.723 0.0 0.0 -0.1
O 1.887 -2.136 -7.235 -2.2 0.9 -0.4
C 0.940 -2.980 -7.921 0.1 -0.2 0.0
H 0.423 0.541 -10.511 0.1 0.0 0.0
H 0.867 -1.170 -10.353 0.0 0.0 0.0
H -0.213 -0.405 -9.157 0.0 0.1 0.0
H 4.687 -0.034 -9.211 0.0 0.0 0.0
H 3.931 -0.666 -10.697 0.0 0.0 0.0
H 5.185 -1.605 -9.872 0.0 0.0 0.0
H 1.367 -3.349 -8.854 0.0 0.0 0.0
H 0.011 -2.446 -8.123 0.0 -0.1 0.1
H 0.728 -3.820 -7.267 0.1 0.0 0.1
C -7.558 -4.460 -2.290 0.1 0.1 0.2
O -6.738 -3.710 -3.209 -1.3 -1.4 -0.5
P -7.417 -2.957 -4.453 1.2 3.4 -0.4
O -6.412 -2.770 -5.494 0.1 -0.4 -0.1
O -7.795 -1.574 -3.687 -0.1 -0.1 -0.1
C -6.724 -0.835 -3.131 0.1 0.0 0.3
O -8.851 -3.168 -5.074 0.0 -1.8 1.0
C -9.958 -3.611 -4.259 -0.2 0.1 -0.1
H -6.905 -4.854 -1.517 0.1 0.0 0.0
H -8.311 -3.817 -1.831 0.0 0.0 0.0
H -8.046 -5.293 -2.796 0.1 0.0 0.0
H -5.801 -0.996 -3.693 0.0 0.0 -0.1
H -6.572 -1.119 -2.086 0.0 0.0 0.0
H -6.983 0.222 -3.168 -0.1 0.0 -0.1
H -10.152 -2.895 -3.460 0.0 0.0 0.0
H -9.764 -4.597 -3.839 -0.1 0.0 -0.1
H -10.826 -3.670 -4.907 0.0 0.0 -0.1
C -2.230 -1.093 3.758 -0.1 -0.1 -0.2
O -2.371 -2.300 4.510 -0.1 2.1 1.0
P -3.683 -2.555 5.420 -1.7 -4.0 -1.2
O -3.335 -3.523 6.451 0.4 0.4 0.4
O -4.585 -3.168 4.219 -0.1 0.1 0.1
C -4.112 -4.314 3.512 0.0 0.0 -0.1
O -4.858 -1.611 5.922 1.6 1.7 -0.2
C -5.219 -0.427 5.188 -0.2 0.0 0.0
H -1.297 -1.158 3.203 0.0 -0.1 0.1
H -3.062 -0.983 3.053 0.0 0.0 0.0
H -2.193 -0.222 4.415 0.1 0.0 0.0
H -3.483 -4.941 4.144 0.0 0.0 0.0
H -3.554 -4.013 2.624 0.1 0.0 0.0
H -4.985 -4.883 3.200 0.0 0.0 0.0
H -5.543 -0.690 4.180 0.0 -0.1 0.0
H -4.387 0.276 5.143 0.0 0.0 0.1
H -6.043 0.039 5.719 0.0 -0.1 0.1
C 1.990 7.808 2.345 0.1 0.1 0.2
O 1.097 8.925 2.180 0.2 -1.7 -1.2
P -0.480 8.685 2.048 -2.0 2.4 2.3
O -1.076 9.807 1.337 0.2 -0.1 -0.5
O -0.835 8.623 3.618 -0.1 -0.2 -0.1
C -0.534 9.756 4.438 0.1 0.0 0.1
O -1.276 7.344 1.698 1.7 -0.7 -0.8
C -0.757 6.058 2.064 0.0 0.1 0.1
H 2.994 8.207 2.445 0.0 0.1 0.0
H 1.737 7.241 3.244 0.0 0.0 0.0
H 1.956 7.151 1.474 0.1 0.1 0.0
H -0.573 10.681 3.864 0.0 0.0 0.0
H 0.451 9.645 4.892 0.0 0.0 -0.1
H -1.281 9.789 5.226 0.0 0.0 0.0
H -0.644 5.969 3.145 0.0 0.0 0.0
H 0.198 5.868 1.575 -0.1 -0.1 0.0
H -1.472 5.319 1.724 -0.1 0.0 0.1
C -3.521 -5.861 8.568 0.1 0.0 -0.2
O -3.214 -7.185 9.057 -1.3 1.4 0.8
P -4.394 -8.240 9.281 0.8 -3.3 -1.5
O -3.971 -9.235 10.258 0.0 0.3 0.4
O -4.474 -8.808 7.766 -0.2 0.0 0.0
C -3.314 -9.414 7.205 0.1 0.0 -0.1
O -5.955 -7.973 9.396 0.5 1.9 0.4
C -6.556 -6.862 8.708 -0.2 -0.1 -0.1
H -2.590 -5.319 8.451 0.1 -0.1 0.0
H -4.020 -5.915 7.600 0.0 0.0 0.0
H -4.155 -5.327 9.276 0.1 0.0 0.0
H -2.694 -9.874 7.974 0.0 0.0 0.0
H -2.727 -8.677 6.654 0.0 0.0 0.1
H -3.653 -10.182 6.512 0.0 0.0 0.0
H -6.407 -6.954 7.632 0.0 0.0 0.0
H -6.149 -5.915 9.059 -0.1 -0.1 0.0
H -7.620 -6.888 8.926 0.0 -0.1 0.0
```
Forces are in eV/Å.

Löwdin population analysis, charges in e, atoms 1 to 5: -0.09, -0.24, -0.24, -0.20, -0.18

***

No. 2
The following is a quantum chemistry calculation of 11 unconnected molecules or ions with the total composition C39H100N4O13S2 in a non-equilibrium geometry, from the OMol25 dataset.

Output
energy relative to the best compared isomer or geometry (same formula, charge and spin): 259.5 kJ/mol
LUMO level: 0.27 eV
structure (SMILES): O=S1(=O)CCCC1.O=S1(=O)CCCC1.COC[C@H](C)N.COC[C@H](C)N.COC[C@H](C)N.COC[C@H](C)N.CC(C)O.CC(C)O.CC(C)O.CC(C)O.CC(C)O

```
158
Properties=species:S:1:pos:R:3:forces:R:3
C -2.014 2.826 5.456 0.6 -0.9 -0.1
C -2.027 2.442 3.960 -0.8 -0.5 -0.1
C -2.496 1.012 3.606 0.8 0.3 0.2
O -2.861 3.356 3.254 0.5 0.4 -0.7
H -0.986 2.835 5.825 0.0 0.2 0.0
H -2.505 2.090 6.096 -0.4 0.2 -0.1
H -2.421 3.827 5.571 -0.1 0.0 0.2
H -0.995 2.520 3.613 -0.2 0.5 -0.5
H -2.434 0.757 2.544 0.1 0.7 -0.2
H -3.548 0.894 3.866 0.2 -0.4 0.5
H -1.771 0.319 4.044 -0.6 -0.3 0.5
H -3.679 3.512 3.732 0.1 -0.2 0.2
C 0.433 -2.947 -3.778 1.0 -0.4 1.7
C 1.805 -2.646 -4.386 -0.5 1.0 0.7
C 2.048 -1.138 -4.384 -0.3 -0.6 0.4
O 2.782 -3.242 -3.526 -0.3 -0.4 -0.6
H 0.463 -3.988 -3.449 -0.5 -0.3 -0.7
H -0.475 -2.654 -4.294 0.2 -0.1 -0.5
H 0.411 -2.469 -2.789 0.0 0.4 -0.2
H 1.816 -3.027 -5.411 0.4 -0.2 0.0
H 3.108 -0.923 -4.519 -0.1 0.2 -1.0
H 1.881 -0.734 -3.382 -0.4 -0.1 0.0
H 1.304 -0.744 -5.079 0.6 0.7 -0.2
H 3.630 -3.105 -3.961 0.1 -0.1 0.2
C -5.439 -4.655 1.683 -0.7 1.0 -0.7
C -4.362 -3.539 1.587 -0.4 -1.3 0.4
C -4.839 -2.166 1.938 -0.1 1.5 0.3
O -3.343 -3.791 2.538 0.8 0.0 0.4
H -5.418 -5.334 0.828 0.4 -0.3 0.3
H -6.430 -4.198 1.587 0.0 0.1 0.1
H -5.462 -5.165 2.643 0.4 -0.1 -0.1
H -3.898 -3.543 0.591 -0.3 0.1 0.0
H -4.034 -1.459 1.711 -0.1 0.1 -0.2
H -5.012 -1.996 3.005 0.1 -0.7 0.1
H -5.761 -1.800 1.481 0.1 -0.4 -0.5
H -3.022 -4.697 2.473 -0.1 0.0 -0.1
C 2.354 6.804 -1.102 -0.7 -0.1 -0.7
C 2.198 5.309 -0.857 0.1 0.4 -0.6
C 2.293 4.576 -2.199 -0.1 0.1 0.6
O 3.242 4.897 0.019 -0.1 -0.6 0.1
H 1.533 7.184 -1.721 -0.2 -0.1 0.2
H 3.229 6.962 -1.734 0.4 0.3 0.6
H 2.312 7.343 -0.157 0.5 0.2 -0.1
H 1.209 5.150 -0.409 0.1 -0.3 0.0
H 1.644 5.138 -2.868 0.2 -0.2 -0.4
H 1.957 3.542 -2.190 0.1 -0.1 0.3
H 3.316 4.542 -2.575 0.0 0.4 0.0
H 3.035 5.244 0.892 0.1 0.0 0.0
C 4.369 1.398 -3.198 -0.8 0.9 1.3
C 5.584 1.554 -2.267 1.7 -1.2 -1.8
C 6.160 0.217 -1.812 -0.2 -0.9 -0.5
O 6.614 2.020 -3.212 -0.1 0.6 0.8
H 4.585 1.037 -4.199 0.6 -0.3 0.2
H 3.984 2.411 -3.352 -0.3 -0.1 0.0
H 3.573 0.793 -2.757 0.0 0.1 -0.1
H 5.555 2.280 -1.455 -0.7 0.0 0.0
H 7.184 0.234 -1.440 -0.1 0.6 0.1
H 6.210 -0.399 -2.717 0.0 0.0 0.0
H 5.571 -0.385 -1.117 -0.3 0.5 0.2
H 6.424 2.959 -3.318 0.3 0.0 -0.2
C 2.211 1.177 -0.028 -0.7 0.8 -0.4
C 1.450 0.173 0.846 2.1 0.0 0.3
C 0.372 -0.572 0.109 -0.7 0.6 -0.6
O -0.583 0.363 -0.407 0.0 -0.4 0.2
C -1.783 -0.250 -0.871 0.9 1.1 -0.6
N 2.480 -0.793 1.243 -1.3 -0.2 -1.0
H 3.125 1.582 0.417 -0.1 -0.3 0.5
H 1.611 2.064 -0.261 -0.1 -0.2 -0.1
H 2.555 0.730 -0.962 -0.3 -0.2 0.0
H 1.067 0.667 1.751 -0.5 0.2 -0.3
H -0.176 -1.291 0.729 0.3 -0.1 0.2
H 0.845 -1.098 -0.728 0.0 -0.2 0.0
H -1.573 -1.176 -1.411 -0.1 -0.2 0.3
H -2.117 0.471 -1.619 -0.6 -0.2 0.0
H -2.522 -0.338 -0.074 0.0 -0.3 0.0
H 3.326 -0.328 1.538 -0.1 -0.6 0.6
H 2.060 -1.520 1.817 1.2 0.5 0.4
C 0.687 -3.437 5.189 -0.2 -1.0 0.2
C 1.235 -4.094 3.951 1.5 0.7 -1.4
C 0.416 -5.236 3.378 -1.4 -0.4 0.8
O 0.224 -6.295 4.323 0.8 0.0 -0.4
C 1.178 -7.343 4.121 -0.4 0.1 -0.2
N 1.476 -3.066 2.899 -0.4 -0.6 0.1
H -0.371 -3.231 5.006 0.0 0.4 0.3
H 1.267 -2.560 5.467 -0.1 0.2 -0.2
H 0.756 -4.144 6.018 -0.2 0.0 0.0
H 2.274 -4.422 4.083 -0.2 -0.4 0.6
H 0.771 -5.666 2.438 0.4 0.3 0.0
H -0.594 -4.860 3.161 0.1 0.1 0.0
H 2.074 -7.005 3.597 0.1 0.2 0.3
H 0.744 -8.110 3.473 -0.1 -0.2 0.2
H 1.442 -7.757 5.091 0.0 -0.1 0.0
H 0.606 -2.672 2.543 -0.1 -0.3 0.1
H 1.909 -3.578 2.134 0.0 0.4 -0.2
C -0.990 -4.280 -0.603 0.4 0.1 1.0
C -1.889 -5.507 -0.501 -0.7 -0.9 -1.8
C -3.105 -5.427 -1.473 -0.6 0.8 1.9
O -2.785 -5.742 -2.796 0.2 0.3 0.1
C -2.932 -4.699 -3.735 -1.6 -0.4 -0.5
N -1.153 -6.737 -0.905 0.2 0.4 0.1
H -1.497 -3.315 -0.663 -0.4 -0.2 -0.4
H -0.266 -4.374 -1.409 -0.1 0.0 -0.1
H -0.424 -4.150 0.325 0.3 -0.3 -0.1
H -2.315 -5.654 0.491 0.2 0.1 0.2
H -3.588 -4.459 -1.279 0.2 0.4 -1.0
H -3.901 -6.069 -1.075 0.2 -0.7 -0.4
H -4.000 -4.449 -3.835 0.0 0.3 0.4
H -2.764 -5.145 -4.716 0.8 0.2 0.1
H -2.384 -3.785 -3.518 0.4 -0.2 0.0
H -1.050 -6.624 -1.913 0.5 0.1 0.1
H -1.782 -7.538 -0.897 -0.1 0.1 0.5
C -1.548 4.949 -3.698 -0.3 1.8 -0.4
C -1.353 3.450 -3.770 0.3 0.9 -0.5
C -0.593 3.008 -5.035 0.6 -1.1 0.0
O 0.750 3.445 -4.887 0.0 0.0 0.1
C 1.560 3.230 -6.014 0.7 0.3 0.2
N -0.641 3.074 -2.554 -1.1 0.3 -0.2
H -0.659 5.588 -3.674 0.4 -0.6 0.2
H -2.144 5.212 -2.822 0.6 0.0 -0.3
H -2.105 5.417 -4.519 -0.1 -0.6 -0.3
H -2.394 3.118 -3.794 0.2 -0.9 0.1
H -0.984 3.261 -6.028 -0.3 0.7 0.3
H -0.546 1.909 -5.088 -0.2 -0.1 0.3
H 1.558 2.212 -6.418 -0.7 0.0 -0.1
H 2.608 3.338 -5.722 -0.1 0.3 0.3
H 1.348 4.005 -6.753 -0.1 -0.3 -0.4
H -0.608 2.076 -2.404 0.6 0.0 0.1
H 0.251 3.557 -2.561 -0.2 -0.7 0.1
C -3.356 3.050 -0.317 -0.1 0.3 -0.6
C -4.733 2.675 0.245 0.6 0.1 1.0
C -5.754 3.185 -0.715 -0.3 0.7 -0.6
S -5.251 4.900 -1.052 0.1 -1.0 -1.1
O -5.705 5.838 -0.061 0.1 -0.1 0.2
O -5.558 5.126 -2.459 0.2 0.3 0.8
C -3.458 4.508 -0.906 -0.8 -0.8 -0.1
H -3.108 2.394 -1.151 0.1 0.0 0.0
H -2.568 2.939 0.424 0.0 0.2 0.0
H -4.742 3.186 1.213 -0.7 0.0 0.0
H -4.899 1.618 0.456 0.4 -0.1 -0.1
H -6.806 3.070 -0.462 0.0 0.4 0.3
H -5.621 2.761 -1.713 0.0 -0.3 0.1
H -2.952 5.320 -0.392 0.0 -0.1 0.3
H -3.151 4.478 -1.948 -0.2 0.0 0.5
C 2.597 2.047 3.892 -0.4 1.5 0.8
C 2.362 0.788 4.726 -1.1 -1.4 -0.8
C 3.658 0.181 5.226 0.7 1.3 -0.4
S 4.932 0.779 4.026 -0.7 -0.7 1.3
O 4.913 -0.083 2.876 0.0 0.2 -0.5
O 6.180 1.000 4.716 -0.2 0.1 -0.3
C 4.066 2.383 3.780 1.0 -1.9 0.1
H 2.084 2.849 4.434 0.2 0.3 -0.3
H 2.124 2.031 2.914 0.1 -0.4 -0.1
H 1.792 0.135 4.054 0.4 -0.5 0.2
H 1.670 0.926 5.558 0.2 0.4 0.1
H 3.720 -0.889 5.394 0.0 0.0 -0.3
H 3.934 0.732 6.128 0.2 -0.3 0.2
H 4.400 2.725 2.804 0.1 0.5 0.2
H 4.528 2.824 4.664 -0.3 1.0 -0.3
```
Forces are in eV/Å.

Löwdin population analysis, charges in e, atoms 1 to 5: -0.04, -0.46, -0.05, -0.07, 0.06

***

| no. | E (eV) |
| --- | --- |
| 1 | -159723.335 |
| 2 | -96306.956 |